Arrangement 1

The following is a quantum chemistry calculation of an isolated ion of composition C5H9N2 and charge +1, from the Open Molecules 2025 dataset.

XYZ file:
```
16
C5H9N2 ωB97M-V/def2-TZVPD
H -0.9500 1.8322 0.6046
H -1.1450 -2.0064 -1.4749
C 1.6341 -1.4927 0.4683
C -1.4026 -1.0612 -0.7639
N -1.5272 0.1824 -0.4201
H -1.1759 -0.9983 1.3640
C -1.8394 -0.7622 0.5679
H 1.4457 1.1231 -1.1974
H 2.3182 -1.0482 1.0457
C 0.9108 0.6614 -0.2447
H -0.6781 1.9677 -1.1288
H 1.5232 1.2642 0.5129
N 0.8546 -0.7158 -0.1863
C -0.5972 1.2705 -0.2826
H -2.8741 -0.9715 0.9089
H 1.3169 -2.5889 0.5977
```

Computed properties:
gap between HOMO and LUMO: 9.99 eV
spin multiplicity: 1
SMILES: C=NCC[N+]1=CC1
total charge: +1

=====

Arrangement 2

The following is a quantum chemistry calculation of an isolated ion of composition C5H9N2 and charge +1, from the Open Molecules 2025 dataset.

XYZ file:
```
16
C5H9N2 ωB97M-V/def2-TZVPD
N -2.0758 0.6070 -0.2249
H -2.2155 0.7471 -1.2147
H -1.7710 -1.5665 -0.1700
H 0.7710 -1.3168 0.4672
H -2.9504 0.3675 0.2943
H -0.7680 -0.4139 -1.3292
N 0.7881 0.7422 0.3573
H 1.9844 1.6929 -1.0868
H 2.8658 1.0494 0.2733
C 2.0637 0.8551 -0.4370
C -0.1383 1.5949 0.3272
C -1.3825 1.7061 0.4456
C -1.1756 -0.6098 -0.3786
C 0.1277 -0.5250 0.5615
H -0.2989 -0.4439 1.5468
H 2.3046 0.0041 -0.9992
```

Computed properties:
gap between HOMO and LUMO: 9.05 eV
spin multiplicity: 1
SMILES: CN1C#C[NH2+]CC1
total charge: +1

=====

Unit: kJ/mol. Relative energies: arrangement 1 0.0; arrangement 2 28.5.

=====

Arrangement 1

The following is a quantum chemistry calculation of an isolated ion of composition C5H9N2 and charge +1, from the Open Molecules 2025 dataset.

XYZ file:
```
16
C5H9N2 ωB97M-V/def2-TZVPD
H 0.2811 -0.1948 -1.9761
H 2.0446 -1.5046 0.0416
H -1.8774 -0.6479 0.9300
C 0.1015 0.1636 0.2612
C -1.5798 0.0706 0.1610
H 0.5348 -0.3606 1.1530
C 0.4763 -0.5722 -0.9246
H -2.1939 -0.1531 -0.6852
N -1.0991 2.1576 0.9105
H 0.4737 2.2966 -0.3607
N -2.0123 1.3439 0.7528
C 1.3779 -1.7152 -0.6923
H 0.8974 2.0007 1.5937
C 0.2408 1.8534 0.6301
H 0.7081 -2.5071 -0.2361
H 1.6262 -2.2310 -1.5589
```

Computed properties:
gap between HOMO and LUMO (spin up / spin down): 7.70 / 7.70 eV
spin multiplicity: 1
total charge: +1

=====

Arrangement 2

The following is a quantum chemistry calculation of an isolated ion of composition C5H9N2 and charge +1, from the Open Molecules 2025 dataset.

XYZ file:
```
16
C5H9N2 ωB97M-V/def2-TZVPD
H 0.5658 1.5859 1.2749
C -0.0024 -0.2735 0.1925
H 0.3583 0.9477 -1.7267
H -1.9714 -1.3913 0.6294
N -0.3876 -2.4213 -0.2069
H -0.8247 0.8003 1.8274
C 0.9257 -2.2043 -0.3461
C 0.1427 0.5990 1.4417
H 0.6895 -0.0001 2.2382
H 2.1361 -0.5096 -0.1299
H -1.1450 1.3741 -1.1283
H -1.3431 -0.0987 -1.7995
C -0.5911 0.5505 -1.4050
C -0.9941 -1.3508 0.2064
H 1.5340 -2.9196 -0.7210
N 1.2205 -0.9109 -0.1391
```

Computed properties:
gap between HOMO and LUMO: 9.56 eV
spin multiplicity: 1
SMILES: CC1(C)C=NC=[NH+]1
total charge: +1

=====

Unit: kJ/mol. Relative energies: arrangement 1 264.3; arrangement 2 0.0.

=====

Arrangement 1

The following is a quantum chemistry calculation of a single C3H4N2O3 molecule, from the Open Molecules 2025 dataset.

XYZ file:
```
12
C3H4N2O3 ωB97M-V/def2-TZVPD
H -3.0104 0.2144 0.1669
O -2.0762 -1.6131 -0.0044
C -1.0096 0.5637 -0.0445
C 1.2486 0.6752 0.0399
O -1.0144 1.7669 -0.0201
N 3.4445 -0.7921 -0.0259
H 1.2285 1.2775 0.9760
O 0.1152 -0.1849 -0.0638
H -1.1387 -1.8163 0.0621
N -2.1204 -0.2186 0.0298
H 1.2943 1.3728 -0.7933
C 2.4543 -0.1930 0.0491
```

Computed properties:
gap between HOMO and LUMO: 10.38 eV
spin multiplicity: 1
SMILES: N#CCOC(=O)NO
total charge: 0

=====

Arrangement 2

The following is a quantum chemistry calculation of a single C3H4N2O3 molecule, from the Open Molecules 2025 dataset.

XYZ file:
```
12
C3H4N2O3 ωB97M-V/def2-TZVPD
H 1.2626 -1.9127 -1.0763
C 1.2412 -0.0516 0.0017
N -1.3714 -1.1213 0.7117
O 2.3878 0.1657 -0.4012
C -0.3234 1.6211 0.5045
H -0.8554 2.2505 1.2940
O 0.5519 0.6806 0.8489
H -0.0977 1.2341 -1.2740
O -0.5436 -1.6779 -0.0877
N -0.6567 1.8801 -0.6970
C 0.6725 -1.3175 -0.4339
H -2.2677 -1.7511 0.6092
```

Computed properties:
gap between HOMO and LUMO (spin up / spin down): 8.78 / 8.72 eV
spin multiplicity: 1
total charge: 0

=====

Unit: kJ/mol. Relative energies: arrangement 1 0.0; arrangement 2 327.8.